ORCA calculation (ωB97M-V/def2-TZVPD) on C43H45BrN4PSTa as an isolated structure.

Properties
ΔE to the lowest compared entry with this formula, charge and spin (kJ/mol): 41.7
Largest force on an atom (eV/A): 1.919
Charge: +2
HOMO (eV): -13.22

Geometry as XYZ:
```
96
Properties=species:S:1:pos:R:3:mulliken_charge:R:1
Ta -0.9412 0.0593 0.1028 -0.4436
C -0.3477 -1.1858 5.1990 -1.6688
C -1.3112 -1.0415 4.0215 0.5681
C -1.4068 -2.3645 3.2697 -1.6129
P -0.9245 0.3896 2.8925 0.5625
C -1.9575 1.7513 3.5641 0.5044
C -1.8968 2.9926 2.6754 -1.4135
C -1.6617 2.0957 5.0239 -1.6600
C 0.8302 0.7600 3.0689 0.5881
C 1.4568 1.1217 4.2636 -0.3813
C 2.8346 1.2803 4.3457 0.0477
C 3.5084 1.6530 5.6448 -1.6856
C 3.5762 1.0484 3.1883 -1.3052
C 2.9691 0.7050 1.9903 -0.7066
C 1.5910 0.5762 1.9266 0.4760
N 0.9094 0.2854 0.6978 1.1164
C 1.6886 0.1898 -0.5253 -0.1614
C 2.1168 1.3666 -1.1705 1.0156
C 1.8382 2.7438 -0.6327 -1.6917
C 2.9216 1.2283 -2.2899 -0.3537
C 3.3313 -0.0198 -2.7599 0.2204
C 4.2165 -0.1267 -3.9764 -1.4600
C 2.9136 -1.1626 -2.0788 -0.8041
C 2.1138 -1.0821 -0.9513 0.5995
C 1.8309 -2.3180 -0.1370 -1.3821
H -0.6971 -2.0157 5.8179 0.5052
H -0.3031 -0.3043 5.8368 0.3219
H 0.6634 -1.4213 4.8610 0.3798
H -2.3060 -0.7970 4.3995 0.7209
H -0.4916 -2.5723 2.7033 0.2402
H -2.2700 -2.3679 2.6062 0.4170
H -1.5446 -3.1829 3.9800 0.5951
H -2.9650 1.3306 3.5040 0.7042
H -0.8658 3.2741 2.4352 0.2115
H -2.3554 3.8395 3.1885 0.5733
H -2.4574 2.8291 1.7598 0.3874
H -0.7133 2.6251 5.1238 0.3964
H -1.6652 1.2271 5.6845 0.3493
H -2.4468 2.7690 5.3726 0.4965
H 0.8685 1.2764 5.1595 0.2505
H 2.7950 2.0454 6.3695 0.3840
H 4.2819 2.4051 5.4843 0.4104
H 3.9930 0.7810 6.0907 0.3427
H 4.6584 1.1451 3.2220 0.4625
H 3.5726 0.5492 1.1023 0.6512
H 1.0459 2.7597 0.1056 -0.1127
H 1.5683 3.4258 -1.4415 0.5331
H 2.7425 3.1356 -0.1574 0.4711
H 3.2726 2.1275 -2.7937 0.5274
H 4.9546 0.6764 -3.9972 0.3956
H 3.6251 -0.0419 -4.8953 0.2363
H 4.7400 -1.0823 -4.0087 0.4227
H 3.2619 -2.1378 -2.4103 0.5009
H 2.0839 -3.2175 -0.6979 0.4618
H 0.7920 -2.4053 0.1748 0.1845
H 2.4359 -2.3127 0.7743 0.3210
C -1.6822 4.0455 -1.6599 -0.8894
C -1.3562 3.8628 -2.9983 -1.1335
C -0.9497 2.6255 -3.4753 -0.2129
C -0.8608 1.5167 -2.6366 0.2147
C -1.1366 1.7179 -1.2672 1.0604
C -1.5631 2.9704 -0.8066 -0.3176
C -1.1424 -0.9661 -2.8676 0.0212
C -1.0639 -2.1376 -3.9656 -0.8121
C -0.9051 -3.4554 -3.4655 -2.0493
C -1.1966 -3.7885 -2.1776 1.2312
C -1.2594 -5.1561 -1.7371 -1.0543
C -1.5122 -5.4569 -0.4458 -1.1896
C -1.6705 -4.3925 0.4930 -0.1797
C -1.5674 -3.0930 0.1162 0.2381
C -1.3413 -2.7286 -1.2253 0.2601
N -1.1119 -1.4380 -1.5177 0.5221
H -2.0175 5.0073 -1.2901 0.4670
H -1.4230 4.6925 -3.6929 0.4149
H -0.6967 2.5427 -4.5201 0.4710
H -1.7900 3.1190 0.2368 -0.4404
H -0.5781 -1.9279 -4.8999 0.5492
H -0.5086 -4.2109 -4.1397 0.5136
H -1.1397 -5.9369 -2.4813 0.4971
H -1.5974 -6.4847 -0.1183 0.4367
H -1.8761 -4.6276 1.5333 0.5064
H -1.7091 -2.3109 0.8497 -0.4721
Br -3.8494 -2.1934 -3.0516 0.0322
C -2.3167 -1.2872 -3.7496 1.4749
C -2.6515 -0.3706 -4.8846 -0.6729
C -1.7918 0.2778 -5.6740 -0.9685
C -0.3284 0.3260 -5.5449 -0.8933
C 0.3156 0.2914 -4.3863 -0.4429
N -0.3755 0.2469 -3.1176 2.3202
H -3.7110 -0.2902 -5.0909 0.5077
H -2.2123 0.8268 -6.5123 0.4417
H 0.2546 0.4212 -6.4574 0.3996
H 1.3944 0.3225 -4.3268 -0.4759
S -3.3346 0.1411 0.7263 -0.2437
C -3.9169 0.7580 -0.7477 0.6222
N -4.2951 1.2324 -1.7307 -0.4643
```